This record from the OMol25 dataset describes a structure of composition C15H35As3F18N5O5Tl at a distorted geometry. The level of theory is wB97M-V/def2-TZVPD.

Last column: Löwdin charge in e.
CARTESIAN COORDINATES (ANGSTROEM)
1 C 3.574 2.267 0.679  -0.052
2 H -0.385 -3.176 6.142  0.094
3 H -2.040 -2.860 5.632  0.108
4 N 2.161 1.732 -3.139  0.055
5 C -3.033 3.502 -0.151  0.034
6 F 1.348 2.419 4.338  -0.283
7 F -1.914 -5.090 1.233  -0.289
8 As 4.124 -1.414 -1.157  0.941
9 Tl 0.130 -0.455 0.795  1.387
10 H -4.435 -0.426 -0.074  0.105
11 C 1.401 3.392 1.390  -0.484
12 H -3.187 4.116 -1.039  0.086
13 C -2.939 2.013 -0.502  -0.518
14 H 1.505 5.442 1.920  0.086
15 As -2.691 -4.004 0.015  0.920
16 O 0.750 2.372 1.278  0.027
17 H -0.797 -5.340 5.482  0.084
18 F -4.010 -3.681 1.215  -0.291
19 H -0.438 -4.538 2.718  0.128
20 H -2.132 3.815 0.377  0.074
21 H 0.672 -2.294 -5.625  0.085
22 F 3.416 -2.565 -2.323  -0.267
23 H 2.728 1.004 -2.728  0.095
24 N -4.052 1.399 -0.921  0.042
25 H -3.926 3.646 0.456  0.089
26 H 2.953 1.380 0.553  0.053
27 H -1.393 -2.140 -4.868  0.085
28 F -1.353 -4.441 -1.115  -0.284
29 H 2.983 1.596 -4.998  0.087
30 C 1.196 2.012 -2.348  -0.568
31 O -0.327 -1.381 -2.005  0.021
32 C -1.102 -5.461 4.443  -0.040
33 H -1.612 -0.366 -4.640  0.089
34 F -1.766 -2.600 0.592  -0.341
35 C -0.223 -1.367 -3.231  -0.468
36 H -0.389 3.138 -3.402  0.088
37 H 4.242 2.015 1.502  0.100
38 H 0.960 4.170 -2.898  0.084
39 H 0.944 -0.568 -5.711  0.079
40 O -0.478 -2.109 3.153  0.045
41 F -1.121 2.680 3.793  -0.303
42 C 0.802 4.614 2.012  0.033
43 F 5.747 -1.901 -1.788  -0.277
44 F 4.834 -0.246 0.031  -0.272
45 F -3.614 -5.371 -0.579  -0.262
46 F 0.727 0.445 5.917  -0.261
47 H 2.335 -1.544 -5.461  0.097
48 C -0.671 -3.000 3.970  -0.461
49 H -3.073 -0.361 -1.280  0.062
50 H -2.373 -1.548 -3.563  0.077
51 H 3.124 3.200 -4.312  0.091
52 F -1.643 0.706 5.395  -0.278
53 H 1.808 -1.663 -3.224  0.102
54 C 0.379 3.284 -2.643  0.031
55 H -0.100 3.605 -1.718  0.072
56 H -0.754 -1.612 5.650  0.062
57 H 3.264 4.218 1.305  0.139
58 H -4.914 1.910 -0.793  0.147
59 N 0.981 -1.491 -3.777  0.065
60 H 4.106 2.486 -0.247  0.096
61 H -4.670 -0.456 -1.873  0.092
62 N 2.743 3.370 1.134  0.051
63 F 4.229 -2.704 0.087  -0.271
64 H 1.534 2.589 -4.998  0.089
65 O 0.974 1.371 -1.357  0.012
66 C -0.994 -2.648 5.408  0.043
67 H -2.146 -5.670 4.214  0.098
68 F -0.392 2.802 6.195  -0.295
69 N -0.651 -4.300 3.676  0.051
70 C 2.441 2.360 -4.439  -0.029
71 H -0.137 4.845 1.508  0.084
72 C -1.478 -1.328 -4.146  0.048
73 C 1.274 -1.482 -5.217  -0.042
74 F 0.070 0.503 3.477  -0.339
75 C -4.092 -0.055 -1.040  -0.045
76 F -3.491 -2.893 -1.206  -0.300
77 As -0.157 1.568 4.878  0.927
78 H 0.576 4.598 3.078  0.092
79 F 2.494 -1.033 -0.570  -0.344
80 O -1.894 1.455 -0.269  0.028
81 H -0.609 -6.380 4.127  0.092
82 F 4.063 -0.075 -2.395  -0.289

Calculated values
- Spin multiplicity: 1
- Energy above the lowest of the compared OMol25 structures with the same formula, charge and spin: 25.8 kJ/mol
- HOMO level: -10.4 eV

***

This record from the OMol25 dataset describes a structure of composition C15H35BBeF4N2SSi. The level of theory is wB97M-V/def2-TZVPD.

Last column: Löwdin charge in e.
CARTESIAN COORDINATES (ANGSTROEM)
1 Si 1.321 0.076 0.104  0.777
2 H 1.869 0.915 2.456  0.011
3 F -2.554 0.826 -3.379  0.182
4 F -0.428 0.301 -3.993  0.223
5 H 3.886 -2.677 -0.963  0.080
6 S -2.449 1.673 0.127  1.022
7 C 1.600 -1.800 -2.087  -0.096
8 H 4.034 -0.951 -1.251  0.063
9 N -1.084 0.024 2.305  -0.119
10 H -2.137 -1.347 3.553  0.126
11 H 1.944 1.211 -2.701  0.070
12 H -2.118 1.091 3.827  0.125
13 H -0.960 1.999 2.824  0.122
14 H -1.890 -2.098 -0.249  0.139
15 F -1.909 -1.331 -3.455  0.171
16 C 2.050 -1.580 -0.646  -0.657
17 H -3.105 2.735 2.161  0.080
18 C 2.147 0.048 1.864  -0.208
19 H 3.956 -1.564 0.398  0.068
20 H 1.995 2.945 -2.399  0.085
21 C 3.573 -1.695 -0.610  -0.097
22 C -1.684 -1.265 2.549  -0.181
23 H 3.954 1.732 0.456  0.067
24 C 1.601 1.996 -2.035  -0.101
25 H -0.895 -2.014 2.460  0.120
26 Be -0.940 0.038 -0.227  0.070
27 H 4.051 1.159 -1.206  0.063
28 H -3.620 -0.907 1.715  0.105
29 H 1.884 -0.842 2.427  0.011
30 H 1.855 -2.701 1.206  0.066
31 C 1.454 2.871 0.261  -0.120
32 C -1.722 1.218 2.805  -0.251
33 H 1.738 3.846 -0.133  0.084
34 H -4.015 1.051 -1.512  0.077
35 C 2.052 1.752 -0.598  -0.655
36 H 0.384 -2.648 0.240  0.044
37 C -2.868 1.699 1.916  -0.385
38 N -2.298 -1.253 0.142  -0.079
39 H 1.724 -3.687 -0.248  0.085
40 H -4.653 0.764 0.108  0.081
41 B -1.507 -0.038 -3.280  -1.278
42 C 1.470 -2.723 0.190  -0.121
43 C -3.787 0.622 -0.538  -0.370
44 H 0.518 2.039 -2.099  0.067
45 H -3.763 1.102 2.057  0.065
46 C 3.575 1.881 -0.550  -0.097
47 H 3.878 2.875 -0.879  0.080
48 H 1.928 -0.996 -2.738  0.073
49 H 0.520 -1.863 -2.161  0.061
50 H 2.013 -2.736 -2.470  0.086
51 C -3.423 -0.858 -0.712  -0.219
52 H -0.115 0.016 2.582  0.058
53 H -4.309 -1.470 -0.502  0.134
54 C -2.764 -1.549 1.503  -0.161
55 H 1.805 2.807 1.288  0.064
56 H -3.156 -1.038 -1.748  0.096
57 H 0.367 2.814 0.267  0.042
58 H -3.102 -2.588 1.592  0.134
59 H 3.229 0.059 1.792  0.019
60 F -1.120 0.028 -1.810  -0.003

Calculated values
- Spin multiplicity: 1
- HOMO level: -7.6 eV

***

This record from the OMol25 dataset describes a cluster of 2 separate species, C15H35BIO3P in total. The level of theory is wB97M-V/def2-TZVPD.

Last column: Löwdin charge in e.
CARTESIAN COORDINATES (ANGSTROEM)
1 H -5.818 -0.118 1.664  0.106
2 H 3.746 2.338 -3.470  0.108
3 H -0.755 0.324 0.201  0.095
4 H 2.107 2.514 -4.051  0.100
5 H 1.314 -0.600 -3.393  0.101
6 H -5.755 1.513 3.272  0.031
7 H 1.754 -4.199 2.892  0.117
8 H -1.650 1.036 1.566  0.066
9 C 0.896 -3.609 2.574  -0.259
10 H -0.249 -5.177 3.547  0.072
11 H -0.377 1.758 -2.396  0.071
12 C 1.551 2.048 1.660  -0.075
13 C 2.342 1.060 -2.471  -0.225
14 C 0.955 1.484 2.935  -0.253
15 C -4.809 1.420 2.747  -0.622
16 H 3.135 0.431 -2.060  0.105
17 C -1.493 0.120 0.990  -0.192
18 H 4.478 -0.784 -5.471  0.068
19 H 0.896 -3.602 1.480  0.111
20 H 2.638 1.959 1.667  0.088
21 H 2.256 0.323 -5.219  0.097
22 C 4.257 -0.168 -4.598  -0.113
23 H -4.284 -0.631 2.299  0.083
24 H -4.608 2.351 2.224  0.033
25 C 1.100 0.193 -2.671  -0.263
26 H -2.827 -1.384 -0.275  0.088
27 H 3.970 -0.839 -3.788  0.066
28 O 1.153 -2.277 3.054  -0.207
29 O 1.532 -1.029 0.802  -0.258
30 H -0.133 1.602 2.961  0.074
31 B -2.829 -0.331 0.301  -0.145
32 C -4.785 0.208 1.803  -0.294
33 C -0.130 0.975 -3.119  -0.111
34 C -0.946 -1.009 1.893  -0.229
35 H 3.468 1.461 -5.756  0.102
36 H -3.978 1.569 0.298  0.098
37 H -0.999 0.321 -3.214  0.066
38 H 2.139 1.814 -1.702  0.102
39 H 1.356 1.995 3.809  0.120
40 C -0.402 -4.173 3.149  -0.073
41 H 1.287 3.106 1.579  0.083
42 H 0.887 -0.310 -1.723  0.082
43 P 0.843 -1.033 2.105  0.477
44 H 5.181 0.334 -4.301  0.074
45 H 0.022 1.457 -4.087  0.064
46 H -4.870 0.207 -0.378  0.090
47 H -1.200 -4.222 2.407  0.067
48 H -1.427 -1.018 2.872  0.076
49 H -1.157 -1.978 1.422  0.083
50 C 3.162 0.848 -4.903  -0.273
51 C 2.844 1.772 -3.728  -0.229
52 H 1.185 1.527 0.775  0.046
53 I -3.346 1.372 4.317  0.782
54 C -4.159 0.494 0.399  -0.159
55 H -0.744 -3.538 3.968  0.081
56 O 1.274 0.095 3.141  -0.192

Calculated values
- Spin multiplicity: 1
- HOMO level: -9.7 eV
- SMILES string: CCOP(=O)(CCBCCCI)OCC.CCCCCC

***

This record from the OMol25 dataset describes a structure of composition C15H35BeN4O9P at a distorted geometry. The level of theory is wB97M-V/def2-TZVPD.

Last column: Löwdin charge in e.
CARTESIAN COORDINATES (ANGSTROEM)
1 H -0.687 -3.016 -3.407  0.184
2 N -1.757 -1.153 -0.816  -0.109
3 C 0.833 2.118 3.662  -0.083
4 C -3.766 -0.765 -2.196  -0.021
5 H 3.549 -0.093 2.198  0.090
6 O 2.394 0.714 -0.969  -0.059
7 C -1.886 1.341 -3.606  -0.052
8 H -4.226 0.197 -2.461  0.081
9 H 1.661 1.088 -1.647  0.056
10 H -2.015 -1.508 4.477  0.082
11 H -0.609 -3.572 -4.956  0.094
12 C 1.611 -1.983 1.183  -0.237
13 H 0.308 1.307 4.175  0.063
14 H 0.873 5.077 -0.553  0.080
15 P -1.090 1.659 1.031  0.888
16 H 1.747 -3.779 -4.900  0.050
17 O -0.481 -3.066 1.036  -0.074
18 H 1.518 2.566 4.391  0.083
19 H -1.456 -2.589 0.509  0.068
20 H -0.564 4.493 0.310  0.068
21 O -0.119 -3.211 -4.245  0.010
22 H 1.531 3.345 1.125  0.099
23 H 0.906 -2.639 -1.889  0.039
24 H -2.861 1.071 -4.007  0.058
25 H 2.977 -2.615 2.671  0.073
26 H 4.112 0.351 0.538  0.079
27 C -1.280 -1.187 3.737  -0.080
28 C -1.894 -0.149 2.853  -0.286
29 H 1.274 -2.224 3.183  0.086
30 H -2.243 0.719 3.428  0.109
31 H -4.261 -1.169 -1.312  0.074
32 H -0.411 -0.798 4.273  0.065
33 C 3.700 -0.452 1.165  -0.016
34 H 1.448 1.721 2.849  0.070
35 H -3.935 -1.459 -3.034  0.082
36 H -0.980 -2.063 3.158  0.058
37 C -1.506 0.412 -2.510  -0.300
38 O 0.351 1.867 0.303  -0.363
39 C 1.923 -2.697 2.426  -0.007
40 N 0.404 -2.136 0.678  -0.079
41 C -2.324 -0.579 -1.875  -0.258
42 H 4.375 -1.319 1.191  0.082
43 H -1.947 2.367 -3.211  0.086
44 H -0.201 3.917 -1.341  0.075
45 H 0.997 -2.016 -5.515  0.140
46 C 0.231 4.211 -0.384  -0.078
47 O -1.081 2.818 2.177  -0.351
48 O -2.447 -2.007 -0.087  -0.136
49 Be -0.075 -1.162 -0.592  0.019
50 H 1.886 -2.324 -4.146  0.052
51 N -0.342 0.656 -1.898  -0.105
52 H -0.725 3.534 4.041  0.115
53 C 2.379 -0.886 0.610  -0.238
54 H -2.736 -0.556 2.284  0.111
55 O 0.303 -1.867 -1.832  -0.219
56 O -0.874 0.274 1.910  -0.352
57 C 1.516 -2.824 -4.963  0.338
58 H 0.443 4.064 2.829  0.104
59 H -1.136 1.335 -4.409  0.069
60 C 1.077 3.107 0.159  -0.271
61 H 1.896 2.856 -0.515  0.106
62 H 1.603 -3.737 2.303  0.092
63 C -0.107 3.194 3.204  -0.259
64 N 1.719 -0.222 -0.320  0.005
65 O 0.477 1.438 -2.473  -0.153

Calculated values
- Spin multiplicity: 1
- HOMO level: -5.9 eV